Record 1
A 9-piece molecular cluster, H18O9 overall. Source: OMol25; level of theory: the ωB97M-V functional and the def2-TZVPD basis.

Total energy in Ha: -687.94947
SMILES: O.O.O.O.O.O.O.O.O
Energy above the lowest of the compared OMol25 structures with the same formula, charge and spin in kcal per mole: 47.9

Last column: natural (NBO) charge in e.
Positions of all 27 atoms, in Å:
H -2.574 -1.076 -2.032  0.48
H 0.867 -2.196 -1.190  0.49
O -1.987 1.167 0.076  -0.99
H -0.453 2.587 0.224  0.49
H -2.235 0.919 -0.841  0.51
O 0.354 0.968 3.012  -0.96
H -0.263 2.664 -2.203  0.47
O 0.316 -0.685 -0.179  -0.99
H 0.386 -0.009 2.993  0.48
O -2.765 -0.189 -2.366  -0.95
H 0.356 -1.993 3.915  0.48
O 0.984 -3.093 -1.561  -0.96
O 3.873 -1.393 -0.463  -0.94
H 0.149 -3.539 -1.394  0.46
H -0.502 -0.151 -0.180  0.50
O 0.126 3.363 0.251  -0.96
H -0.529 1.190 3.325  0.46
O 0.435 -1.930 2.954  -0.95
H -2.625 0.714 0.639  0.48
H -0.404 4.082 -0.111  0.46
O 0.061 1.797 -2.464  -0.95
H 4.308 -0.533 -0.484  0.47
H 0.658 -0.609 0.721  0.49
H 0.792 1.629 -1.857  0.48
H 2.992 -1.234 -0.825  0.47
H 1.342 -2.211 2.762  0.49
H -3.661 -0.238 -2.722  0.48

Record 2
A 3-piece molecular cluster, C21H47NO7P overall. Source: OMol25; level of theory: the ωB97M-V functional and the def2-TZVPD basis.

2S+1: 2
Total energy in Ha: -1751.01249
Expectation value of S²: 0.754
Energy above the lowest of the compared OMol25 structures with the same formula, charge and spin in kcal per mole: 0.0

Last column: Löwdin spin population.
Positions of all 77 atoms, in Å:
H 1.724 -2.433 3.090  0.00
H -1.571 2.547 6.205  0.00
C -1.944 -3.086 0.300  0.01
C 2.413 4.715 -4.380  0.00
H -0.888 1.700 0.037  0.00
C 1.787 0.664 -0.115  0.00
H 1.975 1.606 0.402  0.00
H -2.892 -3.454 0.687  0.00
H -1.919 -4.340 -4.394  0.00
O 1.354 1.010 -1.415  0.00
N -2.303 -2.761 -2.121  0.40
H 2.345 2.591 -4.091  0.00
C 0.018 -3.423 -2.771  0.02
H 1.433 -0.947 -2.079  0.00
O 1.890 -0.416 3.482  0.00
H 0.900 -2.788 -2.840  0.00
H 3.156 -2.356 1.110  0.00
H 3.846 0.404 -0.667  0.00
H -1.224 2.814 -3.631  0.00
H -0.075 0.949 2.791  0.00
O 3.567 -0.336 1.193  0.00
H -0.972 0.989 4.312  0.00
C -0.448 0.336 3.615  0.00
H 1.019 -1.373 1.861  0.00
C -1.023 -1.166 -3.409  0.00
H 3.124 5.502 -4.630  0.00
C 3.088 3.361 -4.320  0.00
H -1.175 -0.375 3.219  0.00
O -0.916 1.900 -3.526  0.00
H -2.008 2.915 -0.583  0.00
O -3.018 -3.817 -2.093  0.49
H -1.942 -0.764 -3.851  0.00
O 1.420 4.761 -5.401  0.00
H -4.283 -2.002 -0.368  0.00
C 3.080 -0.147 -0.117  0.00
H 0.181 -4.278 -3.428  0.00
H 1.101 0.314 -3.270  0.00
C -1.268 -2.662 -3.178  0.03
H 1.011 0.136 0.450  0.00
C 0.739 -0.337 4.307  0.00
H -0.846 0.389 7.859  0.00
H 2.945 -1.115 -0.618  0.00
H -0.310 2.871 -1.137  0.00
H -1.385 -3.949 -0.054  0.00
H -1.397 -2.627 1.128  0.00
H 0.783 4.062 -5.224  0.00
H -1.242 -2.977 -5.301  0.00
H -1.168 3.971 8.226  0.00
H -2.876 -2.876 -4.608  0.00
O -0.908 0.826 7.003  0.00
H 3.539 3.122 -5.283  0.00
H -3.382 -0.606 0.248  0.00
H 3.860 3.330 -3.551  0.00
C -0.632 -0.333 -2.158  0.00
H -0.061 -1.652 -0.559  0.00
C -0.956 -1.093 -0.850  0.00
H 0.310 3.123 7.740  0.00
C -2.164 -2.053 -0.822  0.02
H -1.133 -0.381 -0.039  0.00
C 3.191 -1.533 1.837  0.00
C -3.480 -1.300 -0.590  0.01
C 0.877 -0.018 -2.256  0.00
C -1.509 2.103 7.199  0.00
C -1.867 -3.255 -4.449  0.00
H -0.631 2.548 9.122  0.00
P -1.717 1.188 -2.240  0.00
H 0.468 -1.345 4.647  0.00
C 1.859 -1.474 2.565  0.00
H 1.035 0.233 5.185  0.00
C -0.701 2.990 8.125  0.00
H -2.532 1.989 7.572  0.00
H -0.036 -3.803 -1.753  0.00
H -0.249 -1.062 -4.174  0.00
H -3.758 -0.729 -1.476  0.00
H 1.970 4.965 -3.409  0.00
H 3.977 -1.753 2.561  0.00
C -1.170 2.268 -0.850  0.00

Record 3
C34H38ClInNO9 as an isolated structure. Source: OMol25; level of theory: the ωB97M-V functional and the def2-TZVPD basis.

Total energy in Ha: -2700.51847
Net charge: -1

Last column: Löwdin charge in e.
Positions of all 84 atoms, in Å:
H -1.049 2.016 -2.863  0.02
H -2.385 2.916 -2.176  0.03
O -3.270 3.360 3.163  0.10
C -1.518 2.292 -1.913  -0.31
H 3.339 0.219 -2.876  0.11
H -3.797 -7.625 8.507  0.12
C -3.647 -6.167 6.880  -0.39
H -3.811 -5.909 10.329  0.12
H -3.501 -4.447 5.527  0.13
O -3.724 -1.366 5.507  0.07
C -4.281 0.912 5.514  0.01
H 2.457 -5.394 -7.847  0.12
C 3.145 -4.158 -6.267  0.03
H -1.074 3.455 -0.155  0.10
C 2.977 7.305 -2.148  0.02
C -3.570 -3.805 7.542  0.02
H -2.261 -3.257 -2.561  0.08
C -3.623 -0.292 4.942  -0.37
H 1.809 -1.840 0.725  0.05
H 3.480 -2.105 -1.913  0.11
C 1.883 6.559 -1.472  -0.38
H -3.520 -2.746 7.328  0.10
C -4.171 2.098 4.925  0.02
H -2.182 1.173 2.180  0.04
H 2.221 -0.914 -3.640  0.09
H 0.644 0.036 -1.597  0.06
O 3.060 -3.799 -9.796  0.10
H -3.449 -0.789 -3.260  0.03
C -0.550 3.135 -1.069  -0.31
C -3.745 -5.651 9.279  0.01
C 2.118 6.112 -0.074  0.03
O -3.643 -7.009 6.008  0.10
H 1.345 3.198 -0.075  0.08
C 2.697 -1.390 -1.617  -0.24
O 3.078 -0.694 -0.443  -0.20
N -3.672 -2.864 -1.199  0.04
H 0.619 0.695 -3.220  0.10
C -2.742 1.056 3.098  0.00
O 0.841 6.317 -2.036  0.11
H -0.283 4.060 -1.607  0.08
C 4.104 -1.915 -6.977  0.03
C 3.768 -2.864 -5.884  -0.38
H -2.390 -1.015 3.273  0.10
H 4.103 -1.546 -9.066  0.12
C 0.760 2.455 -0.641  -0.23
H 2.848 -0.675 1.570  0.09
H 2.676 1.783 -1.315  0.10
O 5.389 7.387 0.451  0.09
C 3.262 6.377 0.551  0.02
H 0.551 1.638 0.060  0.06
H -1.703 -1.041 -3.183  0.02
C 1.258 0.553 -2.344  -0.21
H 1.309 5.558 0.385  0.12
C 2.911 -4.460 -7.541  0.02
C -3.381 2.265 3.672  -0.38
C -2.858 -2.461 -2.090  -0.41
C 3.869 -2.219 -8.250  0.02
C 4.118 7.571 -1.520  0.01
O 3.989 -2.590 -4.727  0.11
C -2.626 -1.072 -2.590  -0.30
H -3.929 0.816 -0.175  -0.09
C 2.813 -1.393 0.747  -0.13
H 3.559 -2.184 0.926  0.08
H -4.166 -2.058 -0.804  0.01
C -3.565 -4.718 6.573  0.03
C -2.853 -0.130 3.692  0.02
H 2.897 -4.823 -5.450  0.12
C 2.426 -0.371 -2.711  -0.18
H -4.634 2.994 5.319  0.12
O -3.673 -3.375 9.860  0.10
H 1.776 -1.958 -1.411  0.12
Cl -0.952 -0.583 0.685  0.00
C -3.663 -4.199 8.969  -0.38
H -4.841 0.760 6.428  0.12
C -3.738 -6.562 8.312  0.01
H 4.543 -0.975 -6.668  0.12
In -2.411 0.490 -1.020  0.41
H 1.782 2.661 -2.555  0.11
C 3.261 -3.518 -8.634  -0.39
C 1.677 1.911 -1.753  -0.20
C 4.349 7.132 -0.119  -0.39
H 2.782 7.612 -3.168  0.12
H 4.931 8.114 -1.985  0.12
H 3.461 6.057 1.566  0.12

Record 4
C14H15N3O2S in the gas phase in a non-equilibrium geometry. Source: OMol25; level of theory: the ωB97M-V functional and the def2-TZVPD basis.

Total energy in Ha: -1255.41188
SMILES: CCOC(=O)Cc1csc(N/N=C/c2ccccc2)n1
Energy above the lowest of the compared OMol25 structures with the same formula, charge and spin in kcal per mole: 41.6

Last column: natural (NBO) charge in e.
Positions of all 35 atoms, in Å:
H -3.751 0.879 -1.590  0.24
H -7.609 -1.229 -1.086  0.21
C 0.207 0.632 -0.277  0.24
H 8.213 -1.608 0.225  0.21
C -6.478 -0.574 0.620  -0.07
C 7.284 -1.057 0.195  -0.20
C 3.655 1.111 0.076  0.03
C 7.292 0.323 0.319  -0.21
O -4.010 -0.120 1.487  -0.59
C -1.959 0.409 -0.497  0.15
H -6.612 0.003 1.541  0.19
S 0.093 -1.109 -0.427  0.38
H 3.949 -1.537 -0.133  0.22
H -3.310 2.011 -0.297  0.26
N 1.409 1.238 -0.118  -0.41
C -7.766 -0.653 -0.178  -0.62
C -1.617 -0.904 -0.571  -0.46
H 6.114 2.106 0.378  0.21
C 4.893 -1.030 -0.007  -0.12
C 6.081 -1.730 0.032  -0.23
C -4.285 0.242 0.375  0.81
H 3.723 2.201 0.182  0.16
N 2.532 0.528 -0.080  -0.21
H -8.536 -1.132 0.419  0.22
N -0.915 1.267 -0.333  -0.50
H 8.227 0.848 0.446  0.21
H 1.412 2.255 -0.021  0.38
O -5.485 0.068 -0.185  -0.51
C 6.105 1.029 0.281  -0.18
C 4.890 0.362 0.117  -0.12
H 6.076 -2.806 -0.064  0.21
H -2.257 -1.753 -0.691  0.24
H -8.097 0.345 -0.453  0.21
H -6.116 -1.571 0.896  0.19
C -3.349 0.957 -0.578  -0.54

Record 5
A 8-piece molecular cluster, C25H45Br8NO3 overall in a non-equilibrium geometry. Source: OMol25; level of theory: the ωB97M-V functional and the def2-TZVPD basis.

Total energy in Ha: -21852.04717
SMILES: c1ccncc1.C1CCOC1.C1CCOC1.C1CCOC1.BrCCBr.BrCCBr.BrCCBr.BrCCBr
Energy above the lowest of the compared OMol25 structures with the same formula, charge and spin in kcal per mole: 41.9

Last column: Löwdin charge in e.
Positions of all 82 atoms, in Å:
C 0.467 -3.363 -5.223  -0.27
H 0.063 -0.198 4.676  0.09
H -3.557 -0.644 -3.439  0.09
H -0.669 1.506 4.691  0.02
H -0.293 -0.211 8.349  0.11
H -1.530 0.935 6.919  0.11
Br -4.080 -2.891 3.068  0.56
C 3.707 -2.247 -0.590  -0.13
C 3.562 2.256 0.059  -0.65
Br -0.079 0.712 1.844  0.69
H 4.803 -1.939 -3.802  0.11
C -3.145 -1.123 3.335  -0.66
H -1.274 -1.881 0.398  0.04
H -2.297 4.256 2.940  0.04
H 2.184 -0.089 6.975  0.11
C -4.169 2.340 -1.980  -0.11
Br -1.765 4.116 -0.170  0.64
H 3.311 -1.529 0.128  0.10
O 1.291 -2.257 -5.540  -0.14
C 2.986 -2.717 -2.897  -0.22
H 1.315 -1.660 -7.652  0.11
H 5.707 -1.600 -1.432  0.10
H -1.570 -3.752 -5.606  0.13
C -0.598 -2.375 -6.968  -0.18
C -3.907 1.377 -2.937  -0.09
H -4.048 1.665 -3.968  0.11
H 2.953 1.593 -0.556  0.05
C -0.870 -2.918 -5.641  -0.24
Br 6.181 1.781 -1.084  0.58
C -4.167 1.897 -0.663  -0.20
Br -0.053 4.742 4.149  0.60
H -3.717 -1.387 -0.926  0.09
H 0.505 -3.768 -4.212  0.09
H 4.287 -0.598 -1.840  0.07
H -4.994 -0.316 4.082  0.05
H -4.299 3.375 -2.260  0.10
H -2.528 -1.269 4.221  0.02
H -1.357 0.500 -0.423  0.02
C 0.106 -0.323 7.341  -0.17
O 1.000 1.141 5.809  -0.16
H 0.647 -0.567 -6.517  0.12
H -1.346 -1.616 -7.199  0.11
H -1.705 -0.624 6.148  0.10
C -0.396 0.121 -0.073  -0.57
H -4.428 2.496 0.197  0.08
H 0.764 -4.208 -5.843  0.13
N -4.142 0.562 -0.298  0.05
C -0.976 0.140 6.420  -0.23
C -0.222 0.684 5.250  -0.30
H 5.124 -3.365 -2.959  0.11
H 1.486 1.369 7.822  0.12
H 3.795 1.603 0.900  0.05
Br -0.619 -1.912 -2.089  0.70
C -3.711 0.042 -2.619  -0.08
H -1.501 5.982 1.616  0.06
H 0.407 -1.354 7.158  0.11
C -3.796 -0.360 -1.253  -0.15
C 0.744 -1.633 -6.724  -0.16
H -1.277 -2.130 -5.007  0.09
H -1.081 3.101 2.335  -0.06
C -1.250 4.126 2.666  -0.70
H 5.193 3.611 0.336  0.04
H 0.449 0.523 -0.632  0.04
C 1.335 0.587 7.078  -0.17
H 0.477 -1.896 0.259  0.05
H 2.728 -3.576 -3.517  0.11
H 4.260 -3.054 -0.110  0.11
H -4.476 0.324 2.475  0.04
H -2.431 -0.903 2.540  0.01
C 4.638 -1.612 -1.645  -0.20
C -0.431 -1.435 -0.130  -0.57
O 2.677 -2.848 -1.498  -0.20
H -0.585 -3.072 -7.806  0.12
C 4.505 -2.471 -2.898  -0.16
Br -3.299 1.531 4.371  0.71
C -4.150 -0.024 3.455  -0.61
C -0.999 5.028 1.454  -0.63
H 0.086 5.034 1.346  -0.03
H 4.380 3.736 -1.273  0.06
C 4.747 3.066 -0.496  -0.66
H 2.460 -1.834 -3.259  0.10
Br 2.463 3.692 0.842  0.67

Record 6
C27H27CrN9O3S5 as an isolated structure in a non-equilibrium geometry. Source: OMol25; level of theory: the ωB97M-V functional and the def2-TZVPD basis.

2S+1: 4
Total energy in Ha: -4798.89777
Net charge: +1
Expectation value of S²: 3.811
Energy above the lowest of the compared OMol25 structures with the same formula, charge and spin in kcal per mole: 25.3

Last column: Löwdin spin population.
Positions of all 72 atoms, in Å:
H -2.326 -2.855 0.272  0.00
H -6.056 -0.739 0.109  0.00
H -0.435 1.750 1.839  0.00
C -4.311 -2.005 0.171  0.00
C 1.887 2.030 -1.401  0.01
C -0.235 -4.957 0.807  0.00
C -0.076 -2.322 -2.303  0.01
C 1.667 -0.625 1.932  0.00
O -3.826 2.846 -1.275  0.00
C -2.940 -1.968 0.230  0.00
C -2.198 3.993 0.387  0.00
N 2.701 -1.043 2.662  0.00
C 3.132 1.423 -1.899  0.00
C -0.212 -6.656 -0.908  0.00
C 4.306 2.171 -2.009  0.00
N -2.296 -0.793 0.247  -0.02
C -4.973 -0.781 0.124  0.01
N -4.348 0.390 0.091  0.00
S 2.357 -5.593 -2.674  0.00
H 1.043 0.680 3.395  0.00
C 5.466 0.216 -2.779  0.00
H -0.989 -7.990 2.108  0.00
C 3.136 0.070 -2.241  0.00
H -1.036 0.253 2.199  0.00
C 1.717 3.513 -1.365  0.00
C 1.256 -4.405 -2.410  0.00
H 4.294 -1.578 -2.967  0.00
C -3.065 5.672 1.862  0.00
H 0.288 5.312 2.274  0.00
C -3.268 4.732 0.871  0.00
C -0.576 -5.915 1.749  0.00
C -0.712 5.137 1.890  0.00
H -2.321 7.457 3.608  0.00
H -4.258 4.563 0.463  0.00
S 1.207 -2.908 -3.309  0.00
N -1.590 6.802 3.396  0.00
H 3.240 -1.826 2.331  0.00
N -0.251 0.750 1.778  0.00
H 0.664 3.745 -1.505  0.00
H 2.319 4.011 -2.118  0.00
Cr -0.547 0.161 -0.356  3.00
N 0.256 -4.333 -1.486  0.00
H 4.317 3.221 -1.747  0.00
N 0.947 0.414 2.425  0.00
C 5.473 1.563 -2.437  0.00
H -3.902 6.251 2.233  0.00
H 2.213 -0.489 -2.178  0.00
H 2.892 -0.692 3.586  0.00
C -3.027 0.343 0.108  0.01
H 6.378 -0.253 -3.127  0.00
S -0.727 -0.711 -2.531  -0.02
H -0.719 -5.626 2.784  0.00
C -0.544 -7.607 0.046  0.00
C -0.057 -5.337 -0.516  0.00
O -1.405 2.889 -1.835  0.00
H -0.078 3.666 0.474  0.00
N -2.144 1.405 0.012  -0.01
H -4.844 -2.943 0.173  0.00
H -0.101 -3.919 1.086  0.00
S 1.309 -1.355 0.459  0.00
C 4.298 -0.531 -2.688  0.00
C -0.727 -7.242 1.371  0.00
C -1.787 5.891 2.392  0.00
H 2.031 3.882 -0.382  0.00
H 6.386 2.138 -2.514  0.00
S -2.462 2.791 -0.863  0.00
N -0.468 -3.167 -1.416  -0.01
H -0.657 7.102 3.612  0.00
O 0.974 1.297 -1.011  0.03
C -0.922 4.207 0.895  0.00
H -0.072 -6.934 -1.944  0.00
H -0.666 -8.639 -0.256  0.00